97
Properties=species:S:1:pos:R:3:forces:R:3:mulliken_charge:R:1 method="wB97M-V/def2-TZVPD" relative_energy_kcal_mol=23.9 e_homo_ha=-0.0610 charge=-2 multiplicity=1 gap_ev=3.34
Tl 1.800 0.361 0.180 0.6 -0.3 0.7 1.092
C -0.160 4.571 1.376 -0.1 0.0 -0.1 -0.637
C 0.581 3.400 1.274 0.0 0.1 0.1 -0.088
N 0.675 2.746 0.133 -0.3 0.4 -0.4 0.108
C -0.023 3.193 -0.920 -0.1 0.6 0.9 0.453
C -0.854 4.310 -0.759 0.2 -0.4 -0.4 -0.023
N -0.889 5.009 0.360 0.0 0.2 0.4 -0.635
C 0.164 2.469 -2.186 0.4 -0.5 -0.4 -0.642
C -0.404 2.901 -3.379 -0.1 -0.3 -0.6 -0.590
C -0.237 2.138 -4.543 0.6 -0.2 1.3 0.870
C 0.576 1.003 -4.455 -0.2 0.4 -0.1 -0.809
C 1.174 0.681 -3.245 -0.5 0.8 0.2 -0.748
N 0.949 1.383 -2.128 -0.2 0.4 -0.8 -0.031
C 2.166 -0.393 -3.162 0.9 -0.9 0.4 0.904
C 2.213 -1.496 -4.022 -0.3 0.4 0.1 -0.034
N 3.229 -2.339 -4.031 0.5 -0.2 0.1 -0.710
C 4.211 -2.124 -3.156 -0.3 -0.1 -0.1 -0.527
C 4.118 -1.112 -2.209 0.1 -0.1 -0.1 -0.421
N 3.108 -0.261 -2.215 -0.2 0.3 -0.8 -0.255
C -0.867 2.518 -5.799 -0.5 0.3 -1.1 0.456
C -1.086 3.855 -6.156 0.2 -0.5 0.3 -0.448
C -1.712 4.137 -7.354 -0.1 0.2 -0.1 -0.441
N -2.132 3.212 -8.208 0.0 0.1 -0.2 -0.646
C -1.915 1.945 -7.880 -0.1 0.0 -0.2 -0.415
C -1.296 1.548 -6.714 0.1 0.2 0.5 -0.530
H -0.183 5.154 2.284 0.0 0.0 0.1 0.420
H 1.119 2.991 2.115 0.1 0.0 0.2 0.343
H -1.525 4.666 -1.531 0.1 -0.1 -0.2 0.411
H -0.995 3.802 -3.420 -0.1 0.0 0.1 0.387
H 0.801 0.435 -5.344 0.0 -0.1 -0.1 0.872
H 1.418 -1.728 -4.717 -0.1 0.2 0.0 0.484
H 5.061 -2.792 -3.212 0.0 0.0 0.1 0.467
H 4.869 -0.969 -1.442 0.0 -0.1 0.0 0.572
H -0.755 4.654 -5.511 0.0 0.1 0.0 0.448
H -1.889 5.163 -7.658 0.0 0.0 0.1 0.376
H -2.266 1.216 -8.600 0.0 -0.1 0.1 0.373
H -1.186 0.498 -6.493 0.0 -0.1 0.0 0.436
S 6.313 2.431 5.022 -0.2 0.0 -0.1 -0.488
As 5.515 1.059 3.686 0.0 0.1 0.1 0.408
S 3.339 0.534 3.937 0.1 -0.1 0.1 -0.207
S 3.834 1.874 2.362 0.5 0.2 0.0 -0.151
S 6.736 -0.422 2.885 -0.3 0.0 -0.2 -0.510
C -1.031 -1.872 -2.620 0.0 0.1 0.3 -1.489
P -0.822 -0.992 -0.991 -0.8 -0.3 -0.5 1.563
C -2.141 0.281 -1.207 0.2 -0.1 0.0 -0.991
C -1.815 -2.192 0.004 0.4 0.2 0.0 -1.082
H -2.071 -2.134 -2.808 -0.1 -0.1 0.0 0.498
H -0.430 -2.780 -2.612 0.1 -0.1 0.0 0.275
H -0.680 -1.232 -3.425 0.0 0.0 -0.2 0.092
H -3.120 -0.181 -1.332 -0.1 0.0 0.0 0.579
H -1.927 0.903 -2.073 0.0 0.1 -0.2 0.210
H -2.140 0.910 -0.320 -0.1 0.1 0.1 -0.083
H -2.808 -2.322 -0.430 0.0 0.0 0.0 0.574
H -1.912 -1.828 1.022 -0.1 0.0 0.1 0.133
H -1.299 -3.150 0.030 0.0 -0.1 0.0 0.290
F -2.671 2.055 1.888 -0.1 0.1 0.1 -0.157
C -3.270 1.862 3.092 0.0 -0.6 0.5 -0.002
C -4.251 2.745 3.473 -0.3 0.0 0.5 -0.096
F -4.552 3.760 2.631 0.2 -0.2 0.1 -0.369
C -4.953 2.627 4.693 0.7 -0.7 -0.3 0.619
C -4.564 1.517 5.477 -0.2 0.4 -0.2 0.127
C -3.591 0.626 5.087 0.4 0.1 -0.5 -0.101
F -3.299 -0.407 5.910 -0.1 0.3 -0.1 -0.369
C -2.891 0.753 3.872 -1.1 1.0 0.4 0.564
C -1.891 -0.172 3.436 0.5 -0.2 -0.3 0.406
C -1.057 0.079 2.374 0.1 0.0 0.2 0.161
N -0.328 0.208 1.478 0.0 0.3 0.0 -0.302
C -1.697 -1.440 3.985 -0.1 -0.3 -0.1 -0.386
N -1.519 -2.530 4.319 0.2 -0.6 0.3 -0.765
F -5.178 1.308 6.665 0.2 -0.1 -0.3 -0.359
C -5.968 3.536 5.090 -0.1 0.1 0.1 0.269
C -6.435 4.582 4.297 -0.2 0.2 -0.3 0.183
N -6.906 5.459 3.711 -0.2 0.5 -0.3 -0.805
C -6.638 3.473 6.310 -0.2 -0.1 0.4 0.192
N -7.247 3.504 7.290 -0.3 0.0 0.5 -0.790
C 1.903 -5.050 2.773 0.0 -0.1 0.2 -1.079
N 2.414 -3.732 3.086 0.2 -0.2 0.4 0.243
C 3.817 -3.653 2.724 0.2 0.0 0.1 -0.892
N 4.064 -3.992 1.329 0.5 -0.2 0.0 0.209
C 3.516 -5.305 1.057 0.0 -0.1 0.0 -0.996
N 2.100 -5.428 1.377 0.0 -0.4 0.1 0.126
C 1.291 -4.607 0.500 -0.3 0.3 -0.3 -1.556
P 1.656 -2.757 0.582 0.4 -0.8 0.3 1.324
C 1.631 -2.692 2.460 -0.4 0.4 -0.3 -0.384
C 3.520 -2.991 0.443 -0.3 0.3 -0.3 -1.162
H 0.834 -5.079 3.006 0.1 0.0 0.0 0.402
H 2.433 -5.784 3.393 -0.1 0.1 0.0 0.298
H 4.379 -4.365 3.337 0.0 0.1 0.0 0.305
H 4.190 -2.642 2.913 0.0 -0.1 0.0 0.347
H 4.067 -6.031 1.668 -0.1 0.0 -0.1 0.297
H 3.647 -5.542 -0.006 0.1 0.0 0.1 0.382
H 0.237 -4.759 0.760 0.1 0.0 -0.1 0.420
H 1.444 -4.950 -0.532 -0.1 0.1 0.0 0.464
H 0.592 -2.789 2.795 0.1 0.2 0.0 0.226
H 2.007 -1.714 2.786 -0.1 -0.1 -0.1 -0.142
H 4.011 -2.037 0.661 0.0 0.0 -0.1 0.379
H 3.752 -3.279 -0.592 0.0 0.1 0.1 0.303